[1]
The following is a quantum chemistry calculation of a structure of composition C38H49N7O4SSiSr, from the Open Molecules 2025 dataset.

The net charge is -2. As for the HOMO energy: 0.3 eV.

Structure (XYZ):
```
101
Properties=species:S:1:pos:R:3:forces:R:3:lowdin_charge:R:1
Sr -0.988 0.298 0.741 0.3 -0.3 0.6 1.46
O -1.023 4.141 -1.893 0.0 0.1 0.0 -0.06
C -1.116 2.999 -1.388 0.0 0.0 -0.1 -0.53
N -1.505 2.627 -0.192 0.1 -0.4 -0.1 -0.05
C -1.901 3.672 0.733 0.0 0.1 0.1 -0.17
C -0.818 3.989 1.741 0.1 0.0 0.0 -0.14
C 0.064 4.995 1.444 0.0 0.0 -0.1 -0.03
C 1.146 5.320 2.272 0.0 0.0 0.0 -0.09
C 1.270 4.623 3.454 0.0 0.0 0.1 -0.08
C 0.374 3.621 3.764 -0.1 0.0 -0.1 -0.04
N -0.640 3.276 2.919 0.0 0.4 0.1 0.05
C -0.801 1.823 -2.331 0.0 0.2 -0.1 -0.17
C -0.864 2.046 -3.707 0.1 0.0 0.1 -0.01
C -0.688 0.978 -4.565 0.0 0.0 -0.1 -0.08
C -0.443 -0.286 -4.040 0.0 -0.1 0.1 -0.09
C -0.360 -0.419 -2.664 -0.1 0.2 -0.1 -0.16
N -0.522 0.616 -1.842 -0.3 0.1 0.1 0.06
H -2.816 3.377 1.245 0.0 0.0 0.0 0.10
H -2.090 4.608 0.199 0.0 0.0 0.0 0.11
H -0.100 5.504 0.502 0.0 0.0 0.0 0.11
H 1.858 6.082 1.981 0.0 0.0 0.0 0.08
H 2.065 4.819 4.162 0.0 0.0 0.0 0.10
H 0.412 3.054 4.677 0.0 0.0 0.0 0.11
H -1.067 3.054 -4.044 0.0 0.0 0.0 0.10
H -0.761 1.119 -5.638 0.0 0.0 0.0 0.10
H -0.337 -1.154 -4.681 0.0 0.0 0.0 0.09
H -0.208 -1.373 -2.170 -0.1 0.1 -0.1 0.08
O 0.984 1.081 1.750 0.3 0.2 0.0 -0.32
C 1.516 0.971 2.926 -0.1 0.1 -0.1 -0.42
C 2.916 0.927 3.112 -0.1 -0.1 0.0 -0.06
C 3.488 0.639 4.341 0.0 0.0 0.0 -0.16
C 2.668 0.415 5.449 0.0 0.0 0.0 -0.17
C 1.295 0.547 5.314 -0.1 0.0 0.0 -0.10
C 0.673 0.857 4.089 0.1 0.0 0.0 -0.24
C -0.732 1.127 4.037 0.1 0.0 0.1 -0.12
N -1.300 2.032 3.138 -0.1 -0.4 -0.5 -0.15
N -2.689 2.266 3.353 0.0 0.0 0.1 0.10
C -3.417 1.350 2.764 -0.1 -0.1 0.0 -0.53
O -3.047 0.395 2.022 -0.3 0.0 -0.1 -0.20
C -4.900 1.490 2.999 0.0 0.0 0.0 -0.13
C -5.778 0.989 2.042 0.1 0.0 0.1 -0.02
C -7.149 1.101 2.218 0.0 0.0 0.0 -0.10
C -7.658 1.703 3.363 0.0 0.0 -0.1 -0.13
C -6.787 2.195 4.325 0.0 0.0 0.0 -0.11
C -5.414 2.093 4.142 0.0 0.1 0.0 -0.04
H 3.528 1.076 2.228 0.0 0.0 0.0 0.08
H 4.568 0.583 4.436 0.0 0.0 0.0 0.07
H 3.099 0.177 6.416 0.0 0.0 0.0 0.07
H 0.662 0.442 6.192 0.0 0.0 0.0 0.09
H -1.327 0.929 4.923 -0.1 0.2 0.0 0.08
H -5.356 0.502 1.172 0.0 0.0 0.0 0.11
H -7.821 0.711 1.462 0.0 0.0 0.0 0.09
H -8.730 1.784 3.505 0.0 0.0 0.0 0.08
H -7.180 2.659 5.223 0.0 0.0 0.0 0.09
H -4.720 2.480 4.875 0.0 0.0 0.0 0.10
C 6.056 -0.614 -3.298 0.0 0.0 0.1 -0.10
C 5.513 -0.819 -4.711 0.0 0.0 0.0 -0.26
C 4.161 -1.532 -4.769 0.0 0.0 0.0 -0.20
C 2.949 -0.653 -4.452 -0.1 0.0 0.0 -0.21
N 2.865 -0.156 -3.097 0.3 0.0 0.0 -0.01
C 2.724 -0.912 -1.965 -0.2 -0.1 0.0 -0.87
S 3.100 -0.273 -0.485 0.0 0.0 0.0 0.73
N 2.203 -2.157 -2.156 0.1 0.1 0.0 0.00
C 1.564 -2.896 -1.053 0.1 0.0 0.0 -0.22
C 2.508 -3.667 -0.142 0.0 0.0 0.0 -0.21
C 3.244 -4.849 -0.771 0.0 0.0 0.0 -0.26
C 4.371 -4.469 -1.728 0.0 0.0 0.0 -0.12
H 7.083 -0.246 -3.324 0.0 0.0 0.0 0.07
H 6.050 -1.556 -2.746 0.0 0.0 0.0 0.07
H 5.467 0.087 -2.708 0.0 0.0 0.0 0.05
H 6.239 -1.410 -5.276 0.0 0.0 0.0 0.10
H 5.437 0.141 -5.234 0.0 0.0 0.0 0.10
H 4.177 -2.382 -4.081 0.0 0.0 0.0 0.08
H 4.004 -1.945 -5.771 0.0 0.0 0.0 0.11
H 2.029 -1.190 -4.710 0.1 0.0 0.0 0.09
H 2.950 0.227 -5.100 0.0 0.0 0.0 0.12
H 3.302 0.728 -2.894 -0.1 0.0 0.0 0.10
H 1.734 -2.274 -3.041 0.1 0.0 0.0 0.11
H 0.867 -3.595 -1.526 0.0 0.0 0.0 0.12
H 0.954 -2.212 -0.459 0.0 -0.1 0.0 0.07
H 1.882 -4.040 0.674 0.0 0.0 0.0 0.12
H 3.217 -2.973 0.311 0.0 0.0 0.0 0.08
H 2.525 -5.497 -1.287 0.0 0.0 0.0 0.10
H 3.664 -5.455 0.038 0.0 0.0 0.0 0.10
H 3.984 -3.996 -2.629 0.0 0.0 0.0 0.04
H 4.950 -5.346 -2.026 0.0 0.0 0.0 0.06
H 5.052 -3.756 -1.257 0.0 0.0 0.0 0.07
C -2.674 -3.999 -1.703 0.0 0.0 0.0 -0.19
Si -2.757 -2.491 -0.545 0.2 0.1 0.0 0.17
C -3.972 -2.955 0.825 0.0 0.0 0.0 -0.18
C -3.621 -1.129 -1.556 -0.1 -0.1 0.0 -0.17
O -1.314 -2.051 -0.037 -0.1 0.2 0.0 -0.53
H -3.654 -4.261 -2.116 0.0 0.0 0.0 0.01
H -2.290 -4.870 -1.163 0.0 0.0 0.0 0.01
H -1.999 -3.801 -2.542 0.0 0.0 0.0 0.00
H -4.934 -3.270 0.406 0.0 0.0 0.0 0.01
H -4.136 -2.098 1.484 0.0 0.0 0.0 0.01
H -3.574 -3.772 1.433 0.0 0.0 0.0 0.02
H -4.691 -1.348 -1.643 0.0 0.0 -0.1 0.02
H -3.208 -1.057 -2.567 0.0 0.0 0.0 0.01
H -3.533 -0.138 -1.100 0.0 0.0 0.1 0.01
```
Positions in Å, forces in eV/Å.

=====

[2]
The following is a quantum chemistry calculation of a structure of composition C38H50AsN5O8P2S2Ti, from the Open Molecules 2025 dataset.

The net charge is 0. As for the HOMO energy: -7.3 eV.

Structure (XYZ):
```
107
Properties=species:S:1:pos:R:3:forces:R:3:lowdin_charge:R:1
Ti -0.142 0.528 0.768 0.2 0.4 -0.5 1.03
C 0.006 2.342 4.521 0.0 0.0 0.0 -0.09
N 1.047 2.765 3.597 0.1 0.1 0.1 -0.30
C 2.347 2.168 3.857 0.0 0.0 0.0 -0.11
P 0.648 3.271 2.076 0.0 -0.1 0.1 0.38
O 0.921 2.109 1.054 0.0 -0.4 0.2 -0.41
O -0.750 3.757 2.047 0.0 0.0 0.0 -0.29
P -1.472 3.017 -0.922 -0.2 0.0 -0.2 0.89
O -1.342 1.590 -0.143 0.0 -0.1 0.1 -0.56
N -2.149 2.315 -2.389 0.1 -0.1 0.1 -0.39
C -1.215 1.402 -3.034 0.0 0.0 0.0 -0.17
C -2.587 3.337 -3.330 0.0 -0.1 0.0 -0.17
N -2.875 3.719 -0.314 0.2 0.1 0.2 -0.40
C -2.755 5.072 0.217 -0.1 0.0 0.0 -0.16
C -3.875 2.931 0.382 0.0 0.0 -0.1 -0.11
N 1.852 4.365 1.695 0.0 0.0 -0.1 -0.30
C 1.849 5.578 2.506 0.0 0.0 0.0 -0.12
C 2.078 4.642 0.281 0.0 0.0 0.0 -0.12
H -0.135 1.256 4.495 0.0 0.0 0.0 0.08
H -0.929 2.834 4.264 0.0 0.0 0.0 0.07
H 0.287 2.625 5.539 0.0 0.0 0.0 0.08
H 2.308 1.076 3.790 0.0 0.0 0.0 0.07
H 2.684 2.445 4.861 0.0 0.0 0.0 0.09
H 3.071 2.549 3.138 0.0 0.0 0.0 0.07
H -0.934 0.597 -2.355 0.0 0.0 0.0 0.04
H -0.292 1.906 -3.371 0.0 0.0 0.0 0.07
H -1.689 0.957 -3.913 0.0 0.0 0.0 0.08
H -3.275 4.019 -2.835 0.0 0.0 0.0 0.06
H -3.109 2.861 -4.165 0.0 0.0 0.0 0.07
H -1.750 3.920 -3.747 0.0 0.0 0.0 0.07
H -1.920 5.582 -0.262 0.0 0.0 0.0 0.06
H -2.578 5.068 1.294 0.0 0.0 0.0 0.06
H -3.670 5.631 -0.004 0.0 0.0 0.0 0.08
H -3.940 1.930 -0.040 0.0 0.0 0.0 0.05
H -4.855 3.407 0.287 0.0 0.0 0.0 0.08
H -3.629 2.841 1.447 0.0 0.0 0.0 0.09
H 1.735 5.318 3.557 0.0 0.0 0.0 0.08
H 1.039 6.261 2.227 0.0 0.0 0.0 0.08
H 2.801 6.097 2.376 0.0 0.0 0.0 0.08
H 2.153 3.710 -0.272 0.0 0.0 0.0 0.06
H 3.017 5.190 0.177 0.0 0.0 0.0 0.08
H 1.273 5.241 -0.163 0.0 0.0 0.0 0.08
O -0.610 -1.963 3.389 0.0 0.0 0.0 -0.33
S 0.683 -1.766 2.751 0.2 0.0 0.1 0.35
O 1.832 -1.911 3.605 0.0 0.0 -0.1 -0.29
O 0.703 -0.247 2.268 -0.4 0.1 0.0 -0.46
O 0.788 -2.525 1.483 0.0 0.0 -0.1 -0.42
O 0.790 -0.286 -0.609 -0.1 -0.1 0.2 -0.49
As 2.130 -1.337 -0.796 -0.2 0.0 -0.1 1.34
C 1.464 -2.996 -1.464 0.1 0.0 0.0 -0.30
C 1.440 -4.179 -0.733 0.0 0.1 0.0 -0.10
C 0.864 -5.306 -1.300 0.0 0.0 0.0 -0.07
C 0.295 -5.244 -2.566 0.0 0.0 0.0 -0.07
C 0.309 -4.056 -3.283 0.0 0.0 0.0 -0.07
C 0.906 -2.930 -2.737 0.0 0.0 0.0 -0.09
C 3.360 -1.309 0.644 0.1 0.0 0.0 -0.31
C 4.062 -2.452 1.004 0.0 0.0 0.0 -0.08
C 5.022 -2.367 1.998 0.0 0.0 0.0 -0.06
C 5.272 -1.150 2.615 0.0 0.0 0.0 -0.06
C 4.571 -0.014 2.241 0.0 0.0 0.0 -0.06
C 3.608 -0.082 1.247 0.0 0.0 0.0 -0.08
C 2.991 -0.470 -2.271 0.0 0.0 0.0 -0.30
C 2.746 0.882 -2.482 0.0 0.0 0.0 -0.08
C 3.405 1.540 -3.511 0.0 0.0 0.0 -0.06
C 4.296 0.849 -4.320 0.0 0.0 0.0 -0.07
C 4.536 -0.502 -4.105 0.0 0.0 0.0 -0.07
C 3.885 -1.166 -3.077 0.0 0.0 0.0 -0.09
H 1.805 -4.198 0.282 0.0 0.0 0.0 0.09
H 0.843 -6.233 -0.741 0.0 0.0 0.0 0.11
H -0.165 -6.126 -2.993 0.0 0.0 0.0 0.11
H -0.143 -4.004 -4.264 0.0 0.0 0.0 0.11
H 0.920 -2.000 -3.294 0.0 0.0 0.0 0.11
H 3.859 -3.402 0.531 0.0 0.0 0.0 0.10
H 5.561 -3.254 2.300 0.0 0.0 0.0 0.11
H 6.013 -1.088 3.401 0.0 0.0 0.0 0.11
H 4.762 0.929 2.735 0.0 0.0 0.0 0.10
H 3.037 0.801 0.980 0.0 0.0 0.0 0.10
H 2.036 1.411 -1.858 0.0 0.0 0.0 0.10
H 3.216 2.591 -3.681 0.0 0.0 0.0 0.11
H 4.805 1.364 -5.123 0.0 0.0 0.0 0.11
H 5.229 -1.039 -4.739 0.0 0.0 0.0 0.11
H 4.069 -2.222 -2.911 0.0 0.0 0.0 0.11
N -1.708 -0.846 1.010 0.1 0.1 0.0 -0.35
S -1.745 -2.181 0.077 0.2 -0.1 0.0 1.11
C -2.535 -3.396 1.096 0.0 0.0 0.0 -0.39
C -3.815 -3.177 1.586 0.0 0.0 0.0 -0.06
C -4.375 -4.124 2.424 0.0 0.0 0.0 -0.06
C -3.656 -5.266 2.760 0.0 0.0 0.0 -0.07
C -2.375 -5.466 2.269 0.0 0.0 0.0 -0.06
C -1.800 -4.520 1.432 0.0 0.0 0.0 -0.07
C -3.018 -1.868 -1.134 0.0 0.0 0.0 -0.38
C -3.422 -0.569 -1.372 0.0 0.0 0.0 -0.08
C -4.312 -0.323 -2.413 0.0 0.0 0.0 -0.06
C -4.782 -1.370 -3.188 0.0 0.0 0.0 -0.07
C -4.355 -2.673 -2.941 0.0 0.0 0.0 -0.08
C -3.457 -2.928 -1.920 0.0 0.0 0.0 -0.08
H -1.719 -1.183 1.983 0.0 0.0 0.0 0.01
H -4.353 -2.278 1.312 0.0 0.0 0.0 0.12
H -5.370 -3.973 2.820 0.0 0.0 0.0 0.11
H -4.098 -6.001 3.421 0.0 0.0 0.0 0.11
H -1.815 -6.346 2.553 0.0 0.0 0.0 0.11
H -0.785 -4.619 1.074 0.0 0.0 0.0 0.09
H -3.023 0.240 -0.778 0.0 0.0 0.0 0.06
H -4.609 0.698 -2.611 0.0 0.0 0.0 0.11
H -5.478 -1.177 -3.994 0.0 0.0 0.0 0.10
H -4.724 -3.489 -3.549 0.0 0.0 0.0 0.10
H -3.113 -3.938 -1.724 0.0 0.0 0.0 0.11
```
Positions in Å, forces in eV/Å.

=====

Which formula does entry 2 have?
C38H50AsN5O8P2S2Ti

=====

Among the records above, which one has the highest net charge?
C38H50AsN5O8P2S2Ti